Entry 1:
{"formula": "CHClFO2S", "method": "wB97M-V/def2-TZVPD", "symbols": ["C", "O", "S", "O", "F", "Cl", "H"], "xyz": [[0.006, 0.180, 0.732], [0.843, -1.417, -1.121], [0.486, -0.002, -0.902], [1.304, 0.616, 0.551], [-0.769, 1.256, 1.132], [-1.649, -0.146, -1.941], [-0.221, -0.488, 1.549]], "forces_ev_per_angstrom": [[0.557, 2.170, 1.749], [0.507, 0.744, 0.277], [-0.175, -1.362, -1.325], [0.489, -0.829, 0.718], [-0.763, 0.598, -0.465], [-0.940, 0.017, -0.438], [0.324, -1.338, -0.515]], "energy_ev": -31223.7661, "homo_lumo_gap_ha": 0.3176, "total_charge": -1}

---

Entry 2:
{"formula": "CHClINO", "method": "wB97M-V/def2-TZVPD", "symbols": ["Cl", "N", "O", "I", "H", "C"], "xyz": [[1.122, -1.688, -0.068], [0.506, -0.089, 0.033], [-1.619, -0.806, -0.178], [1.852, 1.363, -0.075], [-1.010, 1.120, 0.245], [-0.851, 0.100, 0.043]], "forces_ev_per_angstrom": [[-0.306, 0.362, -0.119], [0.498, -1.133, 0.257], [-0.101, 0.926, 0.494], [0.423, 0.684, 0.038], [-1.001, 1.630, 0.245], [0.486, -2.469, -0.915]], "energy_ev": -25211.8606, "homo_lumo_gap_ha": 0.3166}

---

Entry 3:
{"formula": "CHClNOP", "method": "wB97M-V/def2-TZVPD", "symbols": ["N", "C", "H", "Cl", "P", "O"], "xyz": [[1.770, -0.795, 1.097], [2.327, -1.210, 0.141], [-0.110, 0.511, 0.425], [0.454, -0.439, -2.062], [0.472, 1.018, -0.836], [2.950, -1.540, -0.803]], "forces_ev_per_angstrom": [[-1.897, 1.639, 1.146], [1.152, 0.273, -0.937], [-0.150, -0.010, -1.315], [-0.295, -1.350, -0.955], [0.849, 0.318, 3.227], [0.341, -0.870, -1.166]], "energy_ev": -26399.0300, "homo_lumo_gap_ha": [0.2338, 0.2339]}

---

Entry 4:
{"formula": "CHClO3S", "method": "wB97M-V/def2-TZVPD", "symbols": ["H", "O", "Cl", "S", "O", "O", "C"], "xyz": [[-0.042, 2.678, 0.906], [0.883, 0.413, 0.228], [-0.800, -1.911, -2.000], [0.476, 1.570, 1.485], [-1.078, -0.830, 0.464], [0.587, -1.434, -1.205], [-0.025, -0.486, 0.122]], "forces_ev_per_angstrom": [[0.097, -0.575, -0.923], [-0.228, 1.782, 0.928], [0.256, -0.314, -0.270], [0.610, -0.354, 0.967], [-0.148, 0.879, 1.325], [-0.996, 1.992, 2.372], [0.408, -3.410, -4.401]], "energy_ev": -30549.3574, "homo_lumo_gap_ha": 0.3190, "smiles": "O=C(OS)OCl"}

---

Entry 5:
{"formula": "CHCoF3NO3S2", "method": "wB97M-V/def2-TZVPD", "symbols": ["F", "O", "S", "F", "S", "O", "C", "F", "N", "H", "Co", "O"], "xyz": [[-1.461, 0.485, 0.432], [1.030, -2.418, 0.614], [2.718, 1.311, 0.464], [-2.983, -1.047, 0.228], [1.692, -1.315, -0.202], [0.563, -0.772, -1.194], [-2.527, 0.050, -0.352], [-3.443, 0.998, -0.263], [1.763, -0.025, 0.897], [-2.192, -0.132, -1.387], [0.300, 0.946, -0.397], [1.672, 2.394, -0.226]], "forces_ev_per_angstrom": [[-0.470, 0.077, 0.246], [1.552, 2.521, -1.722], [-2.582, -0.199, -0.216], [0.226, 0.262, -0.266], [-1.445, -3.996, 1.022], [0.246, 1.004, 0.305], [-0.560, -0.678, 0.077], [0.022, 0.118, -0.206], [0.982, 3.269, -0.544], [-0.016, 0.081, 0.493], [0.799, -0.041, -0.244], [1.246, -2.419, 1.055]], "energy_ev": -76132.5043, "homo_lumo_gap_ha": [0.3124, 0.2461], "multiplicity": 5}

---

Entry 6:
{"formula": "CHF2IO", "method": "wB97M-V/def2-TZVPD", "symbols": ["H", "I", "F", "C", "F", "O"], "xyz": [[1.231, 0.802, -1.254], [0.710, -1.467, -4.098], [-0.509, 1.340, -1.558], [0.198, 0.334, -1.025], [0.429, -2.935, -2.770], [-0.245, -0.590, -0.487]], "forces_ev_per_angstrom": [[-0.649, -1.874, 0.861], [-0.273, -1.414, 1.215], [-1.644, 0.289, -0.279], [2.551, 2.539, -0.932], [0.277, 1.387, -1.265], [-0.261, -0.927, 0.400]], "energy_ev": -16634.7330, "homo_lumo_gap_ha": 0.3158, "smiles": "O=CF.FI"}

---

Entry 7:
{"formula": "CHF2NO3", "method": "wB97M-V/def2-TZVPD", "symbols": ["F", "O", "O", "C", "O", "H", "N", "F"], "xyz": [[-0.588, 1.699, -0.111], [0.059, 0.048, -1.481], [1.202, -1.121, 0.498], [-0.179, 0.548, -0.333], [0.441, 0.358, 1.913], [0.123, -0.929, -1.608], [0.570, -0.133, 0.815], [-1.628, -0.470, 0.306]], "forces_ev_per_angstrom": [[0.338, 1.403, -0.722], [-0.198, 1.429, -1.379], [-0.366, 0.449, 0.057], [-2.821, -6.049, 2.292], [0.252, -0.266, -0.895], [0.031, 0.814, 1.104], [0.539, 0.510, 0.946], [2.225, 1.710, -1.403]], "energy_ev": -14115.7856, "homo_lumo_gap_ha": 0.3960}

---

Entry 8:
{"formula": "CHF2O3P", "method": "wB97M-V/def2-TZVPD", "symbols": ["H", "C", "O", "F", "P", "O", "O", "F"], "xyz": [[-2.081, -0.309, 0.325], [-0.762, 0.449, -0.004], [1.209, -0.797, 1.479], [-1.084, 0.899, -1.257], [0.960, -0.556, 0.014], [1.858, 0.552, -0.571], [0.555, -1.721, -0.819], [-0.655, 1.484, 0.832]], "forces_ev_per_angstrom": [[3.080, 1.793, -0.418], [-1.426, -3.462, 0.354], [-0.046, -0.355, 0.625], [-0.172, 0.718, 0.011], [-0.217, 2.193, 0.285], [-0.552, -0.906, -0.111], [0.144, -1.204, -1.012], [-0.811, 1.223, 0.267]], "energy_ev": -21919.1174, "homo_lumo_gap_ha": 0.2513, "total_charge": -2}

---

Entry 9:
{"formula": "CHF2OS2", "method": "wB97M-V/def2-TZVPD", "symbols": ["H", "F", "S", "F", "C", "O", "S"], "xyz": [[0.021, 0.588, 0.017], [-0.048, -0.268, 1.934], [-1.986, -0.809, 0.458], [0.745, -1.428, 0.287], [-0.155, -0.480, 0.603], [-2.075, -1.687, -0.732], [-2.519, 1.051, 0.090]], "forces_ev_per_angstrom": [[-0.027, -2.736, 1.229], [0.839, 0.282, 0.891], [0.179, -0.784, -0.115], [-0.253, -0.267, -0.237], [-0.330, 3.391, -1.117], [-0.196, -0.536, -0.655], [-0.212, 0.648, 0.004]], "energy_ev": -30206.9381, "homo_lumo_gap_ha": 0.2744, "total_charge": -1}

---

Entry 10:
{"formula": "CHF3LaO2S", "method": "wB97M-V/def2-TZVPD", "symbols": ["F", "F", "C", "La", "F", "O", "S", "H", "O"], "xyz": [[0.864, -0.846, -2.353], [1.192, 1.119, -1.434], [0.274, 0.207, -1.764], [-2.531, 0.812, 1.635], [0.416, 1.165, -4.021], [-1.908, -0.620, -0.120], [-0.318, -0.701, 0.158], [-0.732, 0.560, -2.030], [-0.245, 0.548, 1.146]], "forces_ev_per_angstrom": [[-1.514, 1.414, 1.259], [-1.595, -1.287, 0.166], [2.916, 0.320, -2.019], [2.693, -1.370, -2.299], [-0.570, -0.459, 1.564], [-0.444, 0.738, 1.475], [-0.363, 0.536, -0.510], [0.449, -0.194, -0.459], [-1.572, 0.302, 0.823]], "energy_ev": -24982.6220, "homo_lumo_gap_ha": [0.1089, 0.1090], "total_charge": 1}

---

Entry 11:
{"formula": "CHF3MnNOS2", "method": "wB97M-V/def2-TZVPD", "symbols": ["O", "Mn", "C", "H", "N", "F", "F", "F", "S", "S"], "xyz": [[-1.302, 0.684, -0.390], [-0.692, -1.065, 0.144], [0.584, 0.064, 1.716], [-1.709, -0.115, -2.200], [0.638, 0.160, -2.272], [0.322, -0.619, 2.878], [0.219, 1.347, 2.052], [1.950, 0.116, 1.688], [-0.635, 0.982, -1.806], [0.625, -1.555, -1.809]], "forces_ev_per_angstrom": [[0.510, 1.316, 0.291], [1.690, 0.479, 0.441], [-0.578, -0.500, -0.523], [1.024, 1.586, -0.892], [-0.455, 0.080, 1.204], [-0.109, -0.698, 1.366], [0.010, 0.100, -0.284], [0.204, 0.022, -0.225], [-1.859, -3.115, -1.307], [-0.437, 0.730, -0.070]], "energy_ev": -65732.9845, "homo_lumo_gap_ha": [0.2271, 0.2269], "multiplicity": 6, "total_charge": -1}

---

Entry 12:
{"formula": "CHF3N2O", "method": "wB97M-V/def2-TZVPD", "symbols": ["F", "O", "H", "C", "N", "F", "F", "N"], "xyz": [[1.859, 0.215, -2.595], [-1.855, -0.451, 0.158], [-1.210, 1.040, 1.299], [-1.296, 0.060, 1.031], [1.327, 0.729, -1.361], [0.844, -1.160, -0.094], [-0.583, -0.601, 1.969], [0.915, 0.167, -0.407]], "forces_ev_per_angstrom": [[-0.462, -1.152, 1.441], [-1.009, -0.957, -1.401], [-0.059, 3.118, 0.381], [0.647, -1.499, 1.291], [0.568, 1.661, -1.947], [0.825, -0.716, -1.591], [-0.111, -0.536, 0.108], [-0.399, 0.080, 1.718]], "energy_ev": -14227.6787, "homo_lumo_gap_ha": 0.4410, "smiles": "F/N=N\\F.O=CF"}